Record 1
Below is a molecular structure, C6H8LuO6 in a non-equilibrium geometry, with properties calculated with ωB97M-V/def2-TZVPD.

As for the net charge: +4. The value obtained for the HOMO energy (spin up / spin down) is -23.879 / -23.878 eV. The LUMO energy (spin up / spin down) is -20.2 / -20.3 eV. The value obtained for the total energy is -1918.35311 Ha. The multiplicity is 2.

CARTESIAN COORDINATES (ANGSTROEM)
O: 3.48 1.28 -1.41
C: 2.83 0.68 -0.47
O: 2.35 1.37 0.43
O: 2.75 -0.59 -0.58
C: 2.04 -1.35 0.46
C: 0.57 -1.36 0.18
C: -0.30 -0.72 0.96
C: -1.79 -0.78 0.76
Lu: 2.15 3.37 1.34
H: 2.28 -0.92 1.43
H: 2.48 -2.35 0.38
H: 0.23 -1.96 -0.67
H: 0.04 -0.13 1.81
H: -2.28 -1.16 1.66
H: -2.09 -1.38 -0.10
O: -2.35 0.56 0.62
C: -2.25 1.30 -0.42
O: -1.74 2.34 -0.64
H: -2.69 1.35 -2.36
O: -2.91 0.72 -1.61
H: -2.81 -0.25 -1.76

Löwdin charges, unit e, in atom order: atom 1 (O): 0.434, atom 2 (C): -0.598, atom 3 (O): -0.107, atom 4 (O): 0.189, atom 5 (C): -0.040, atom 6 (C): -0.012, atom 7 (C): -0.040, atom 8 (C): -0.048, atom 9 (Lu): 2.646, atom 10 (H): 0.144, atom 11 (H): 0.176, atom 12 (H): 0.154, atom 13 (H): 0.126, atom 14 (H): 0.173, atom 15 (H): 0.148, atom 16 (O): 0.115, atom 17 (C): -0.477, atom 18 (O): 0.224, atom 19 (H): 0.259, atom 20 (O): 0.315, atom 21 (H): 0.220

Record 2
Below is 2 unconnected molecules or ions with the total composition C5H14N2O2 in a non-equilibrium geometry, with properties calculated with ωB97M-V/def2-TZVPD.

For the energy above the lowest of the compared OMol25 structures with the same formula, charge and spin, the calculation gives 4.0550 eV. The value obtained for the HOMO energy is -6.376 eV. The LUMO energy is 0.9 eV. As for the structure (SMILES): C/C(N)=C(/N)O.COC. The value obtained for the total energy is -458.78858 Ha.

CARTESIAN COORDINATES (ANGSTROEM)
C: -0.31 -2.22 -0.63
C: 0.44 -0.93 -0.71
N: 0.76 -0.47 -2.01
C: 1.10 -0.39 0.37
N: 2.34 0.26 0.32
O: 0.74 -0.78 1.63
H: -0.44 -2.52 0.41
H: 0.21 -3.00 -1.20
H: -1.29 -2.09 -1.08
H: 0.84 -1.13 -2.77
H: 1.03 0.50 -2.09
H: 2.71 0.29 -0.63
H: 2.36 1.17 0.76
H: 1.51 -0.72 2.20
C: -2.01 0.33 -0.04
O: -0.73 1.46 -0.02
C: -0.59 2.24 1.13
H: -1.95 -0.34 0.81
H: -2.25 -0.10 -1.01
H: -2.76 1.08 0.20
H: -0.23 1.63 1.98
H: -1.55 2.65 1.48
H: 0.07 3.08 0.89

Löwdin charges, unit e, in atom order: atom 1 (C): -0.061, atom 2 (C): -0.380, atom 3 (N): 0.073, atom 4 (C): -0.443, atom 5 (N): 0.117, atom 6 (O): 0.024, atom 7 (H): 0.076, atom 8 (H): 0.078, atom 9 (H): 0.058, atom 10 (H): 0.078, atom 11 (H): 0.078, atom 12 (H): 0.079, atom 13 (H): 0.084, atom 14 (H): 0.106, atom 15 (C): 0.065, atom 16 (O): -0.288, atom 17 (C): -0.187, atom 18 (H): 0.075, atom 19 (H): 0.069, atom 20 (H): 0.061, atom 21 (H): 0.074, atom 22 (H): 0.074, atom 23 (H): 0.088

Record 3
Below is a molecular structure, C23H47O20Zn in a non-equilibrium geometry, with properties calculated with ωB97M-V/def2-TZVPD.

As for the net charge: +1. The value obtained for the HOMO energy is -11.235 eV. The LUMO energy is -6.7 eV. The value obtained for the total energy is -4188.36161 Ha.

CARTESIAN COORDINATES (ANGSTROEM)
Zn: -1.92 -0.39 -1.48
C: 0.70 -0.79 1.36
C: -0.49 -0.60 0.48
O: -1.27 -1.57 0.17
O: -0.71 0.47 -0.15
H: 1.42 -1.53 1.02
H: 0.34 -1.22 2.30
H: 1.26 0.13 1.55
C: 1.67 6.91 -4.91
O: 1.48 5.53 -4.58
C: 2.46 5.07 -3.68
C: 2.53 3.56 -3.70
O: 1.29 2.99 -3.29
C: 1.34 1.65 -2.90
C: 1.85 1.34 -1.50
O: 3.27 1.42 -1.51
C: 3.81 1.33 -0.21
H: 2.73 7.14 -5.07
H: 1.23 7.49 -4.11
H: 1.25 7.03 -5.91
H: 2.29 5.42 -2.66
H: 3.46 5.36 -4.03
H: 3.29 3.28 -2.96
H: 2.85 3.18 -4.68
H: 2.06 1.09 -3.50
H: 0.31 1.29 -2.99
H: 1.59 0.29 -1.31
H: 1.42 1.98 -0.73
H: 3.56 0.48 0.43
H: 3.57 2.26 0.31
H: 4.90 1.35 -0.34
C: -0.86 8.00 -2.22
O: -1.29 7.02 -1.31
C: -0.78 5.81 -1.36
O: -0.21 5.30 -2.28
O: -0.95 5.27 -0.14
C: -0.58 3.93 0.14
H: 0.21 7.93 -2.36
H: -1.23 8.98 -1.92
H: -1.34 7.93 -3.21
H: -0.83 3.88 1.20
H: 0.46 3.63 0.04
H: -1.17 3.19 -0.39
C: -2.12 -5.08 0.59
O: -2.75 -5.83 1.61
C: -2.76 -7.15 1.44
O: -2.22 -7.76 0.57
O: -3.53 -7.63 2.41
C: -3.75 -9.04 2.40
H: -1.12 -5.46 0.34
H: -2.07 -4.03 0.85
H: -2.71 -5.17 -0.32
H: -4.15 -9.35 1.44
H: -4.42 -9.23 3.24
H: -2.83 -9.59 2.63
C: -4.59 -2.13 0.43
O: -5.06 -0.89 0.92
C: -4.43 0.19 0.56
O: -3.50 0.19 -0.23
O: -4.90 1.21 1.21
C: -4.34 2.49 0.95
H: -3.53 -2.27 0.67
H: -4.68 -2.17 -0.66
H: -5.13 -2.95 0.87
H: -3.27 2.38 0.78
H: -4.46 3.14 1.82
H: -4.77 3.04 0.12
C: 3.20 -8.63 -0.55
O: 2.09 -7.75 -0.46
C: 2.32 -6.63 0.20
O: 3.14 -6.42 1.03
O: 1.43 -5.73 -0.24
C: 1.63 -4.40 0.17
H: 3.19 -9.32 0.30
H: 4.17 -8.14 -0.51
H: 3.20 -9.25 -1.45
H: 1.84 -4.23 1.24
H: 0.76 -3.82 -0.10
H: 2.53 -4.02 -0.32
C: 2.93 2.81 3.52
O: 2.32 1.80 4.31
C: 1.06 1.52 4.00
O: 0.38 2.07 3.18
O: 0.59 0.63 4.89
C: -0.72 0.14 4.68
H: 3.45 2.43 2.64
H: 3.64 3.33 4.16
H: 2.30 3.64 3.21
H: -1.36 1.03 4.58
H: -1.07 -0.42 5.54
H: -0.87 -0.38 3.73

Löwdin charges, unit e, in atom order: atom 1 (Zn): 1.202, atom 2 (C): 0.044, atom 3 (C): -0.619, atom 4 (O): -0.067, atom 5 (O): -0.070, atom 6 (H): 0.096, atom 7 (H): 0.090, atom 8 (H): 0.080, atom 9 (C): -0.079, atom 10 (O): -0.182, atom 11 (C): -0.229, atom 12 (C): -0.166, atom 13 (O): -0.116, atom 14 (C): -0.193, atom 15 (C): -0.208, atom 16 (O): -0.181, atom 17 (C): -0.104, atom 18 (H): 0.087, atom 19 (H): 0.063, atom 20 (H): 0.093, atom 21 (H): 0.122, atom 22 (H): 0.126, atom 23 (H): 0.119, atom 24 (H): 0.135, atom 25 (H): 0.136, atom 26 (H): 0.104, atom 27 (H): 0.112, atom 28 (H): 0.101, atom 29 (H): 0.082, atom 30 (H): 0.082, atom 31 (H): 0.097, atom 32 (C): -0.039, atom 33 (O): 0.019, atom 34 (C): -0.593, atom 35 (O): 0.149, atom 36 (O): 0.007, atom 37 (C): -0.048, atom 38 (H): 0.084, atom 39 (H): 0.100, atom 40 (H): 0.103, atom 41 (H): 0.095, atom 42 (H): 0.081, atom 43 (H): 0.078, atom 44 (C): -0.043, atom 45 (O): 0.008, atom 46 (C): -0.635, atom 47 (O): 0.159, atom 48 (O): 0.001, atom 49 (C): -0.029, atom 50 (H): 0.082, atom 51 (H): 0.064, atom 52 (H): 0.104, atom 53 (H): 0.099, atom 54 (H): 0.095, atom 55 (H): 0.100, atom 56 (C): -0.009, atom 57 (O): 0.074, atom 58 (C): -0.586, atom 59 (O): 0.029, atom 60 (O): 0.085, atom 61 (C): 0.002, atom 62 (H): 0.068, atom 63 (H): 0.104, atom 64 (H): 0.115, atom 65 (H): 0.084, atom 66 (H): 0.111, atom 67 (H): 0.112, atom 68 (C): -0.039, atom 69 (O): 0.028, atom 70 (C): -0.628, atom 71 (O): 0.155, atom 72 (O): -0.006, atom 73 (C): -0.078, atom 74 (H): 0.100, atom 75 (H): 0.098, atom 76 (H): 0.095, atom 77 (H): 0.098, atom 78 (H): 0.072, atom 79 (H): 0.104, atom 80 (C): -0.039, atom 81 (O): 0.033, atom 82 (C): -0.609, atom 83 (O): 0.106, atom 84 (O): 0.011, atom 85 (C): -0.042, atom 86 (H): 0.077, atom 87 (H): 0.102, atom 88 (H): 0.098, atom 89 (H): 0.099, atom 90 (H): 0.103, atom 91 (H): 0.071

Record 4
Below is 3 unconnected molecules or ions with the total composition C2H7OS2 in a non-equilibrium geometry, with properties calculated with ωB97M-V/def2-TZVPD.

For the energy above the lowest of the compared OMol25 structures with the same formula, charge and spin, the calculation gives 1.7343 eV. As for the net charge: -1. The value obtained for the HOMO energy is -2.556 eV. The LUMO energy is 3.6 eV. The value obtained for the total energy is -951.99709 Ha.

CARTESIAN COORDINATES (ANGSTROEM)
C: 2.14 0.57 -0.22
O: 3.36 0.62 -0.04
H: 1.49 1.44 -0.04
H: -0.69 -3.80 -0.43
H: 1.67 -0.34 -0.62
C: -1.31 1.07 0.75
S: -1.58 -0.56 -0.04
S: -0.76 -0.05 -1.92
H: -2.24 1.32 1.28
H: -0.50 1.06 1.51
H: -1.08 1.81 -0.03
H: -0.50 -3.12 -0.21

Löwdin charges, unit e, in atom order: atom 1 (C): -0.161, atom 2 (O): -0.081, atom 3 (H): 0.058, atom 4 (H): 0.018, atom 5 (H): 0.013, atom 6 (C): -0.593, atom 7 (S): 0.082, atom 8 (S): -0.288, atom 9 (H): -0.003, atom 10 (H): 0.009, atom 11 (H): -0.021, atom 12 (H): -0.035

Record 5
Below is 2 unconnected molecules or ions with the total composition C8H15N3O2 in a non-equilibrium geometry, with properties calculated with ωB97M-V/def2-TZVPD.

For the energy above the lowest of the compared OMol25 structures with the same formula, charge and spin, the calculation gives 4.8710 eV. The value obtained for the HOMO energy (spin up / spin down) is -9.372 / -9.373 eV. The LUMO energy (spin up / spin down) is 0.3 / 0.3 eV. As for the structure (SMILES): CC(C)c1c[n+]([O-])on1.CC(C)=N. The value obtained for the total energy is -628.36004 Ha.

CARTESIAN COORDINATES (ANGSTROEM)
C: -1.69 0.30 -1.51
C: -1.99 1.23 -0.34
C: -2.46 0.30 0.81
C: -0.73 1.87 0.00
C: -0.29 2.89 -0.79
N: 0.97 3.15 -0.43
O: 1.80 3.96 -0.87
O: 1.27 2.13 0.60
N: 0.12 1.48 0.86
H: -2.53 -0.10 -1.94
H: -1.12 -0.55 -1.17
H: -0.94 0.70 -2.15
H: -2.75 1.95 -0.54
H: -3.28 -0.26 0.54
H: -2.66 0.90 1.62
H: -1.68 -0.47 0.99
H: -0.86 3.67 -1.40
C: 1.82 -1.46 -0.77
C: 1.45 -2.12 0.49
C: 2.27 -2.32 1.74
N: 0.35 -2.73 0.30
H: 1.77 -0.29 -0.56
H: 1.05 -1.79 -1.45
H: 2.80 -1.87 -1.07
H: 2.40 -1.34 2.21
H: 3.11 -2.85 1.39
H: 1.69 -3.04 2.34
H: 0.10 -3.35 1.09

Löwdin charges, unit e, in atom order: atom 1 (C): -0.040, atom 2 (C): -0.330, atom 3 (C): -0.040, atom 4 (C): -0.352, atom 5 (C): 0.023, atom 6 (N): -0.190, atom 7 (O): 0.025, atom 8 (O): 0.028, atom 9 (N): 0.134, atom 10 (H): 0.062, atom 11 (H): 0.066, atom 12 (H): 0.076, atom 13 (H): 0.136, atom 14 (H): 0.055, atom 15 (H): 0.051, atom 16 (H): 0.087, atom 17 (H): 0.188, atom 18 (C): -0.071, atom 19 (C): -0.512, atom 20 (C): -0.025, atom 21 (N): 0.096, atom 22 (H): 0.108, atom 23 (H): 0.057, atom 24 (H): 0.085, atom 25 (H): 0.087, atom 26 (H): 0.068, atom 27 (H): 0.077, atom 28 (H): 0.051

Record 6
Below is a molecular structure, C4H6LiOPr in a non-equilibrium geometry, with properties calculated with ωB97M-V/def2-TZVPD.

As for the net charge: +2. The value obtained for the HOMO energy (spin up / spin down) is -15.209 / -15.308 eV. The LUMO energy (spin up / spin down) is -9.2 / -8.4 eV. The value obtained for the total energy is -755.04839 Ha. The multiplicity is 3.

CARTESIAN COORDINATES (ANGSTROEM)
C: -1.86 -0.98 0.27
C: -2.59 0.25 0.13
H: -1.29 -1.04 1.20
H: -2.25 -1.91 -0.18
H: -2.85 0.79 1.05
H: -3.28 0.36 -0.72
Li: -4.31 -1.16 0.79
O: 1.41 0.66 -0.49
C: 1.11 -0.59 -0.88
C: -0.17 -0.97 -1.14
Pr: -0.26 1.87 -1.19
H: -0.29 -1.93 -1.64
H: 1.96 -1.28 -0.96

Löwdin charges, unit e, in atom order: atom 1 (C): -0.154, atom 2 (C): -0.313, atom 3 (H): 0.102, atom 4 (H): 0.081, atom 5 (H): 0.041, atom 6 (H): 0.038, atom 7 (Li): 0.877, atom 8 (O): -0.330, atom 9 (C): -0.326, atom 10 (C): -0.064, atom 11 (Pr): 1.833, atom 12 (H): 0.071, atom 13 (H): 0.146

Record 7
Below is a molecular structure, C11H14BN7OW in a non-equilibrium geometry, with properties calculated with ωB97M-V/def2-TZVPD.

For the energy above the lowest of the compared OMol25 structures with the same formula, charge and spin, the calculation gives 0.0000 eV. As for the net charge: +2. The value obtained for the HOMO energy (spin up / spin down) is -15.158 / -16.555 eV. The LUMO energy (spin up / spin down) is -8.1 / -8.0 eV. The value obtained for the total energy is -977.43865 Ha. The multiplicity is 3.

CARTESIAN COORDINATES (ANGSTROEM)
H: -0.60 1.97 2.46
N: -0.26 1.00 0.59
B: 0.55 0.37 -1.76
N: 0.26 1.43 -0.64
C: 0.49 2.74 -0.56
W: -0.71 -0.93 0.89
H: 0.90 3.28 -1.40
C: 0.17 3.19 0.73
H: 0.25 4.20 1.10
C: -0.27 2.09 1.44
H: 0.97 0.88 -2.76
C: -2.17 -0.32 2.13
H: -2.06 0.56 2.75
H: -2.03 -1.25 2.73
H: -3.16 -0.35 1.67
N: -0.81 -0.36 -1.96
N: 1.59 -0.63 -1.16
N: -1.43 -1.07 -0.90
N: 1.20 -1.58 -0.20
C: -1.74 -0.08 -2.88
C: 2.89 -0.38 -0.97
H: -1.48 0.47 -3.77
H: 3.41 0.34 -1.59
C: -2.97 -0.60 -2.47
C: 3.38 -1.19 0.06
C: -2.76 -1.23 -1.25
C: 2.35 -1.99 0.49
H: -3.90 -0.52 -3.00
H: 4.39 -1.17 0.45
H: -3.44 -1.75 -0.60
H: 2.28 -2.73 1.26
H: 0.70 -2.34 -0.66
O: 2.08 -0.29 4.10
C: 1.34 -0.69 3.27
N: 0.60 -1.09 2.40

Löwdin charges, unit e, in atom order: atom 1 (H): 0.122, atom 2 (N): -0.129, atom 3 (B): -0.445, atom 4 (N): 0.005, atom 5 (C): -0.003, atom 6 (W): 1.586, atom 7 (H): 0.149, atom 8 (C): 0.008, atom 9 (H): 0.124, atom 10 (C): -0.045, atom 11 (H): 0.139, atom 12 (C): -0.255, atom 13 (H): 0.027, atom 14 (H): 0.041, atom 15 (H): 0.040, atom 16 (N): 0.009, atom 17 (N): 0.051, atom 18 (N): -0.206, atom 19 (N): -0.090, atom 20 (C): 0.018, atom 21 (C): 0.066, atom 22 (H): 0.156, atom 23 (H): 0.168, atom 24 (C): 0.016, atom 25 (C): 0.047, atom 26 (C): -0.033, atom 27 (C): 0.005, atom 28 (H): 0.128, atom 29 (H): 0.141, atom 30 (H): 0.133, atom 31 (H): 0.146, atom 32 (H): 0.166, atom 33 (O): 0.182, atom 34 (C): -0.386, atom 35 (N): -0.083

Record 8
Below is a molecular structure, C2H3LuO in a non-equilibrium geometry, with properties calculated with ωB97M-V/def2-TZVPD.

As for the net charge: +3. The value obtained for the HOMO energy (spin up / spin down) is -25.132 / -25.681 eV. The LUMO energy (spin up / spin down) is -17.9 / -18.1 eV. The value obtained for the total energy is -1387.10182 Ha. The multiplicity is 2.

CARTESIAN COORDINATES (ANGSTROEM)
O: 0.58 0.76 0.05
Lu: 2.52 0.14 -0.87
H: 0.43 1.57 0.56
C: -0.80 -0.45 0.00
C: 0.29 -0.72 0.77
H: -1.67 0.10 -0.38
H: -1.35 -1.40 -0.13

Löwdin charges, unit e, in atom order: atom 1 (O): -0.335, atom 2 (Lu): 2.536, atom 3 (H): 0.153, atom 4 (C): 0.073, atom 5 (C): 0.214, atom 6 (H): 0.183, atom 7 (H): 0.175